(1)
The following is a DFT calculation (ωB97M-V/def2-TZVPD) of C21H45LuN2P3S2 as an isolated structure.

Calculated values
Molecular weight = 657.63 Da
ΔE to the lowest compared entry with this formula, charge and spin = 0.0000 eV
Charge = +3
HOMO-LUMO gap = 4.49 eV
HOMO energy = -14.98 eV
Maximum force = 2.887 eV Å⁻¹

Each line ends with the Mulliken charge.
CARTESIAN COORDINATES (ANGSTROEM)
1 Lu -0.308 0.146 0.307  0.655
2 P -0.980 -2.024 1.896  0.945
3 P 2.341 0.150 0.990  0.581
4 P 0.253 -1.932 -1.405  1.053
5 H -1.357 2.270 -0.978  0.575
6 C -1.668 1.274 -1.347  -0.677
7 C -2.526 0.444 -0.651  -0.616
8 H -3.045 0.759 0.269  0.507
9 C -1.689 -1.610 3.533  -1.326
10 C 0.364 -3.150 2.450  -1.216
11 C -2.223 -3.216 1.269  -1.274
12 C 3.192 1.438 0.003  -1.218
13 C 2.789 0.646 2.690  -1.087
14 C 3.445 -1.292 0.762  -1.289
15 C -1.186 -2.406 -2.439  -1.102
16 C 1.000 -3.573 -1.122  -1.385
17 C 1.526 -1.194 -2.508  -1.074
18 H -1.428 1.074 -2.394  0.119
19 H -2.934 -0.457 -1.119  0.292
20 H -2.385 -0.766 3.435  0.354
21 H -0.895 -1.321 4.235  0.406
22 H -2.228 -2.480 3.937  0.502
23 H 1.083 -2.587 3.062  0.328
24 H 0.898 -3.586 1.597  0.253
25 H -0.058 -3.963 3.059  0.502
26 H -3.142 -2.676 1.009  0.407
27 H -2.455 -3.952 2.052  0.480
28 H -1.864 -3.742 0.376  0.270
29 H 4.268 1.466 0.227  0.433
30 H 2.747 2.416 0.230  0.401
31 H 3.049 1.242 -1.069  0.345
32 H 3.883 0.688 2.797  0.556
33 H 2.391 -0.087 3.402  0.325
34 H 2.356 1.621 2.951  0.217
35 H 4.460 -1.041 1.096  0.531
36 H 3.487 -1.609 -0.285  0.373
37 H 3.077 -2.139 1.354  0.301
38 H -0.856 -2.981 -3.315  0.474
39 H -1.739 -1.522 -2.786  0.125
40 H -1.880 -3.019 -1.844  0.321
41 H 1.210 -4.050 -2.092  0.523
42 H 0.316 -4.212 -0.550  0.422
43 H 1.940 -3.471 -0.566  0.314
44 H 1.664 -1.826 -3.396  0.463
45 H 2.490 -1.081 -1.993  0.290
46 H 1.209 -0.195 -2.839  0.089
47 C -1.297 0.673 -6.164  0.413
48 C -0.407 1.196 -7.120  -0.326
49 C -0.896 1.893 -8.224  -0.516
50 C -2.277 2.040 -8.410  -0.412
51 C -3.164 1.375 -7.551  -0.533
52 C -2.676 0.662 -6.449  -0.346
53 S -0.622 -0.017 -4.716  -0.183
54 H -0.247 1.082 -3.964  0.102
55 H 0.659 1.033 -6.968  0.384
56 H -0.195 2.312 -8.951  0.363
57 H -2.656 2.641 -9.243  0.391
58 H -4.234 1.402 -7.762  0.379
59 H -3.339 0.085 -5.809  0.347
60 S -1.064 1.635 2.296  -0.495
61 C -0.342 2.150 3.797  0.337
62 N 0.646 3.076 3.802  -0.103
63 C 0.968 3.872 4.994  -0.660
64 C 0.935 2.943 6.193  -0.550
65 C -0.377 2.197 6.299  -0.585
66 N -0.800 1.705 4.979  -0.097
67 H 0.798 3.500 2.892  0.301
68 H 0.240 4.690 5.110  0.332
69 H 1.966 4.299 4.853  0.401
70 H 1.101 3.517 7.108  0.360
71 H 1.767 2.231 6.122  0.273
72 H -1.173 2.842 6.694  0.352
73 H -0.262 1.340 6.970  0.356
74 H -1.644 1.147 4.930  0.247

Forces on atoms 1 to 6 (eV/Å):
Lu 1.36 -1.02 2.22
P -0.22 -1.06 1.09
P 1.82 0.33 0.17
P 0.42 -0.78 -1.00
H -0.20 -0.44 0.18
C -2.52 -0.27 0.11

---

(2)
The following is a DFT calculation (ωB97M-V/def2-TZVPD) of a single C21H45N3 molecule.

Calculated values
Molecular weight = 339.61 Da
ΔE to the lowest compared entry with this formula, charge and spin = 0.2821 eV
Charge = 0
HOMO-LUMO gap = 8.60 eV
HOMO energy = -7.88 eV
SMILES = CCCC[C@@H](CN[C@H](C)CNC)NC[C@H]1CC[C@H](C(C)(C)C)CC1
Maximum force = 0.616 eV Å⁻¹

Each line ends with the Mulliken charge.
CARTESIAN COORDINATES (ANGSTROEM)
1 C -1.348 -5.221 -0.434  -1.474
2 C -2.079 -4.064 0.238  -0.010
3 C -2.732 -3.139 -0.786  -0.747
4 C -3.409 -1.919 -0.160  -1.207
5 H -4.055 -1.449 -0.903  0.424
6 H -4.034 -2.240 0.677  0.419
7 C -2.437 -0.835 0.317  0.823
8 N -1.722 -1.290 1.500  -0.133
9 H -2.399 -1.535 2.216  0.373
10 C -0.730 -0.399 2.083  -2.199
11 C 0.412 -0.060 1.122  3.486
12 C 1.112 -1.316 0.614  -0.417
13 C 2.253 -0.963 -0.338  -0.955
14 H 2.717 -1.889 -0.677  0.405
15 H 1.843 -0.449 -1.210  0.140
16 C 3.286 -0.067 0.354  0.410
17 C 2.568 1.196 0.841  -0.717
18 C 1.436 0.845 1.803  -1.411
19 H 1.845 0.336 2.679  0.343
20 H 0.949 1.761 2.148  0.397
21 H 3.265 1.863 1.349  0.348
22 H 2.149 1.731 -0.013  0.247
23 H 3.642 -0.606 1.241  0.406
24 C 4.542 0.231 -0.509  1.850
25 C 5.594 0.952 0.344  -1.900
26 H 5.257 1.940 0.645  0.389
27 H 5.822 0.377 1.239  0.397
28 H 6.513 1.077 -0.224  0.475
29 C 4.222 1.098 -1.729  -1.940
30 H 3.884 2.087 -1.431  0.378
31 H 3.456 0.638 -2.347  0.353
32 H 5.117 1.219 -2.337  0.503
33 C 5.168 -1.083 -0.995  -1.983
34 H 5.291 -1.781 -0.169  0.382
35 H 4.558 -1.554 -1.761  0.404
36 H 6.149 -0.891 -1.425  0.489
37 H 0.390 -1.957 0.109  -0.086
38 H 1.508 -1.872 1.467  0.321
39 H -0.001 0.485 0.268  -1.506
40 H -0.314 -0.929 2.947  0.524
41 H -1.163 0.545 2.455  0.329
42 C -3.209 0.486 0.552  -1.162
43 N -3.915 0.929 -0.648  -0.184
44 H -4.869 1.176 -0.412  0.314
45 C -3.327 2.020 -1.407  0.211
46 C -2.051 1.564 -2.113  -1.408
47 H -1.275 1.318 -1.396  0.012
48 H -1.689 2.348 -2.774  0.464
49 H -2.267 0.678 -2.704  0.372
50 C -3.112 3.332 -0.612  -1.176
51 N -1.963 3.304 0.276  0.017
52 H -1.119 3.184 -0.276  0.079
53 C -1.842 4.508 1.071  -1.049
54 H -0.942 4.439 1.680  0.267
55 H -1.792 5.428 0.468  0.334
56 H -2.706 4.581 1.733  0.344
57 H -3.049 4.168 -1.334  0.566
58 H -3.998 3.507 0.009  0.439
59 H -4.066 2.256 -2.185  0.416
60 H -2.515 1.260 0.892  0.120
61 H -3.937 0.306 1.351  0.477
62 H -1.700 -0.678 -0.473  -0.001
63 H -3.480 -3.706 -1.348  0.453
64 H -1.977 -2.800 -1.498  0.244
65 H -2.850 -4.462 0.903  0.325
66 H -1.383 -3.484 0.843  0.125
67 H -0.901 -5.876 0.311  0.402
68 H -2.033 -5.809 -1.041  0.367
69 H -0.556 -4.847 -1.080  0.301

Forces on atoms 1 to 6 (eV/Å):
C -0.15 0.10 0.20
C 0.20 -0.13 -0.34
C -0.14 0.00 0.45
C 0.41 0.08 -0.32
H -0.06 -0.04 0.10
H -0.13 0.02 0.13

---

(3)
The following is a DFT calculation (ωB97M-V/def2-TZVPD) of a 9-piece molecular cluster, C21H46B3Cl16O3P overall.

Calculated values
Molecular weight = 977.25 Da
Charge = 0
HOMO-LUMO gap = 8.25 eV
HOMO energy = -8.01 eV
SMILES = CCCB1OBOB(P(C)C)O1.ClCCCl.ClCCCl.ClCCCl.ClCCCl.ClCCCl.ClCCCl.ClCCCl.ClCCCl
Maximum force = 4.483 eV Å⁻¹

Each line ends with the Mulliken charge.
CARTESIAN COORDINATES (ANGSTROEM)
1 C -0.946 4.072 -2.200  -0.854
2 C -1.865 2.783 -1.700  -0.145
3 C -1.186 1.970 -0.444  -0.033
4 B 0.073 0.973 -0.896  0.118
5 O 0.658 0.961 -2.252  -0.634
6 B 2.129 0.749 -2.198  0.582
7 O 2.819 -0.052 -1.152  -0.259
8 B 2.037 -0.110 0.099  0.276
9 P 2.872 -0.447 1.833  0.370
10 C 2.797 -2.360 2.001  -0.537
11 C 4.660 0.220 1.884  -0.872
12 O 0.564 0.039 0.135  -0.018
13 H -0.821 4.110 -3.384  0.235
14 H 0.099 4.048 -1.637  0.155
15 H -1.457 5.089 -1.865  0.287
16 H -2.886 3.237 -1.280  0.292
17 H -2.188 2.076 -2.604  0.133
18 H -2.040 1.272 0.006  0.074
19 H -0.770 2.746 0.327  -0.221
20 H 2.837 1.241 -3.027  -0.204
21 H 3.364 -2.845 1.074  0.100
22 H 3.188 -2.771 3.031  0.366
23 H 1.652 -2.657 1.843  -0.099
24 H 4.732 1.344 1.518  0.214
25 H 4.996 0.249 3.029  0.334
26 H 5.408 -0.501 1.332  0.246
27 Cl -6.710 -0.949 -3.314  -0.216
28 C -5.276 -0.016 -2.817  0.039
29 C -5.379 0.469 -1.379  0.075
30 Cl -6.629 1.722 -1.180  -0.218
31 H -5.154 0.817 -3.516  0.341
32 H -4.414 -0.680 -2.924  -0.043
33 H -4.430 0.918 -1.070  -0.295
34 H -5.607 -0.351 -0.692  0.374
35 Cl 0.814 -5.591 3.929  -0.178
36 C -0.647 -4.722 4.459  -0.461
37 C -0.816 -3.392 3.740  -0.248
38 Cl 0.423 -2.206 4.221  -0.148
39 H -0.589 -4.589 5.543  0.319
40 H -1.499 -5.372 4.240  0.326
41 H -1.787 -2.954 3.991  0.377
42 H -0.768 -3.512 2.653  0.024
43 Cl 3.978 3.463 -4.122  -0.170
44 C 5.177 4.318 -3.121  -0.430
45 C 5.489 3.570 -1.834  -0.581
46 Cl 4.110 3.570 -0.705  -0.101
47 H 4.797 5.325 -2.920  0.303
48 H 6.085 4.412 -3.724  0.325
49 H 6.321 4.054 -1.315  0.378
50 H 5.768 2.530 -2.029  0.269
51 Cl 2.888 -4.865 -0.925  -0.190
52 C 3.205 -3.311 -1.736  0.305
53 C 3.058 -3.412 -3.246  -0.377
54 Cl 4.346 -4.397 -3.983  -0.204
55 H 4.207 -2.977 -1.450  0.395
56 H 2.481 -2.593 -1.340  -0.459
57 H 3.127 -2.416 -3.694  0.200
58 H 2.094 -3.846 -3.530  0.351
59 Cl -3.601 -3.980 -2.168  -0.198
60 C -2.168 -3.047 -1.670  -0.500
61 C -2.270 -2.561 -0.233  -0.013
62 Cl -3.521 -1.309 -0.033  -0.208
63 H -2.045 -2.213 -2.369  0.233
64 H -1.305 -3.710 -1.777  0.391
65 H -1.322 -2.112 0.077  -0.181
66 H -2.498 -3.382 0.455  0.450
67 Cl 1.624 4.441 2.529  -0.167
68 C 0.383 4.215 3.787  -0.200
69 C -0.763 3.336 3.311  -0.199
70 Cl -1.751 4.137 2.064  -0.215
71 H 0.031 5.203 4.098  0.201
72 H 0.880 3.746 4.641  0.108
73 H -1.432 3.112 4.148  0.296
74 H -0.402 2.388 2.901  0.166
75 Cl -2.193 -6.633 -6.757  -0.187
76 C -3.655 -5.764 -6.227  -0.241
77 C -3.824 -4.434 -6.946  -0.450
78 Cl -2.585 -3.248 -6.465  -0.174
79 H -3.597 -5.631 -5.143  0.140
80 H -4.507 -6.414 -6.446  0.297
81 H -4.794 -3.996 -6.695  0.276
82 H -3.776 -4.554 -8.033  0.344
83 Cl -0.366 2.325 7.096  -0.162
84 C 0.455 3.653 7.953  -0.544
85 C -0.428 4.884 8.085  -0.414
86 Cl -0.714 5.678 6.515  -0.146
87 H 1.384 3.879 7.419  0.335
88 H 0.716 3.276 8.946  0.352
89 H 0.058 5.623 8.728  0.300
90 H -1.400 4.638 8.523  0.322

Forces on atoms 1 to 6 (eV/Å):
C -0.11 0.16 0.24
C -0.86 0.79 0.34
C -0.14 -0.56 -1.34
B -0.59 -0.58 -0.08
O 2.63 -0.25 3.48
B -1.09 -1.05 0.98